(1)
C3HF2NO | ωB97M-V/def2-TZVPD

Cartesian coordinates (Å):
C  1.308  0.442  0.152
C  -1.016  -0.441  -1.131
C  0.270  0.093  1.032
N  1.997  0.517  -0.735
O  -0.375  -0.855  -2.027
F  -0.499  1.106  1.505
F  0.231  -0.948  1.852
H  -1.916  0.085  -0.647

Calculated values
HOMO-LUMO gap (spin up / spin down) = 8.38 / 7.46 eV
Energy above the lowest of the compared OMol25 structures with the same formula, charge and spin = 84.77 kcal per mole
F_max = 4.33 eV/A
Highest occupied orbital energy (spin up / spin down) = -8.7 / -8.2 eV

Mulliken atomic charge list, values in e, 2 entries: atom 1 (C): 0.438, atom 2 (C): 0.232

(2)
C3HF3NO4 | ωB97M-V/def2-TZVPD

Cartesian coordinates (Å):
C  -1.404  -1.122  -0.541
C  -0.352  -0.161  0.026
C  -0.813  1.196  0.430
N  2.455  -0.377  -0.491
O  -1.692  -1.453  -1.631
O  -1.774  -1.483  0.635
O  2.328  -0.893  0.622
O  3.456  -0.369  -1.153
F  -1.919  1.370  1.130
F  -0.941  1.943  -0.795
F  0.174  1.842  1.093
H  0.482  -0.493  0.674

Calculated values
Expectation value of S² = 2.009
Total charge = -1
HOMO-LUMO gap (spin up / spin down) = 5.72 / 5.10 eV
2S+1 = 3
F_max = 5.65 eV/A
Highest occupied orbital energy (spin up / spin down) = -3.1 / -4.8 eV

Mulliken atomic charge list, values in e, 2 entries: atom 1 (C): 0.453, atom 2 (C): -0.641

(3)
C3HF3O | ωB97M-V/def2-TZVPD

Cartesian coordinates (Å):
F  0.122  -1.620  0.535
C  -0.376  -0.878  -0.454
F  -1.680  -1.090  -0.491
F  0.247  -1.289  -1.565
C  -0.266  0.883  -0.462
C  0.317  1.305  0.750
O  1.294  1.321  -0.090
H  0.341  1.368  1.777

Calculated values
HOMO-LUMO gap = 8.99 eV
Energy above the lowest of the compared OMol25 structures with the same formula, charge and spin = 98.06 kcal per mole
F_max = 5.03 eV/A
Highest occupied orbital energy = -9.8 eV

Mulliken atomic charge list, values in e, 2 entries: atom 1 (F): -0.224, atom 2 (C): 0.870

(4)
C3HF3S | ωB97M-V/def2-TZVPD

Cartesian coordinates (Å):
F  -3.370  0.002  -2.101
C  -2.396  -0.337  -1.194
F  -2.966  -1.510  -0.721
F  -2.428  0.433  -0.016
C  -1.052  -0.390  -1.847
C  0.032  -0.154  -0.605
S  0.167  -1.701  -1.074
H  0.373  0.456  0.204

Calculated values
HOMO-LUMO gap = 7.51 eV
Energy above the lowest of the compared OMol25 structures with the same formula, charge and spin = 83.33 kcal per mole
F_max = 5.20 eV/A
Highest occupied orbital energy = -9.1 eV

Mulliken atomic charge list, values in e, 2 entries: atom 1 (F): -0.210, atom 2 (C): 0.983

(5)
C3HFGdO2 | ωB97M-V/def2-TZVPD

Cartesian coordinates (Å):
F  -0.395  1.762  0.568
O  -1.606  -0.105  0.142
C  -1.385  -1.322  0.434
C  -0.441  0.675  -0.163
O  0.113  -1.459  0.181
C  0.653  -0.338  -0.105
Gd  3.249  -0.014  0.259
H  -0.186  0.800  -1.315

Calculated values
Expectation value of S² = 15.779
Total charge = +3
HOMO-LUMO gap (spin up / spin down) = 7.15 / 6.21 eV
2S+1 = 8
Energy above the lowest of the compared OMol25 structures with the same formula, charge and spin = 39.24 kcal per mole
F_max = 5.86 eV/A
Highest occupied orbital energy (spin up / spin down) = -23.3 / -24.8 eV

Mulliken atomic charge list, values in e, 2 entries: atom 1 (F): -0.130, atom 2 (O): -0.007

(6)
C3HFO2Zn | ωB97M-V/def2-TZVPD

Cartesian coordinates (Å):
H  -1.401  -0.137  1.206
O  0.523  -1.206  -0.079
O  0.293  0.925  0.015
C  -0.803  -1.093  0.043
C  -1.027  0.342  0.073
C  1.150  0.003  -0.155
F  -1.870  0.926  -0.735
Zn  3.136  0.240  -0.369

Calculated values
Total charge = +2
HOMO-LUMO gap = 5.49 eV
Energy above the lowest of the compared OMol25 structures with the same formula, charge and spin = 0.00 kcal per mole
F_max = 3.01 eV/A
Highest occupied orbital energy = -19.3 eV

Mulliken atomic charge list, values in e, 2 entries: atom 1 (H): 0.325, atom 2 (O): -0.077

What did the first record say?
C3HF2NO | ωB97M-V/def2-TZVPD

Cartesian coordinates (Å):
C  1.308  0.442  0.152
C  -1.016  -0.441  -1.131
C  0.270  0.093  1.032
N  1.997  0.517  -0.735
O  -0.375  -0.855  -2.027
F  -0.499  1.106  1.505
F  0.231  -0.948  1.852
H  -1.916  0.085  -0.647

Calculated values
HOMO-LUMO gap (spin up / spin down) = 8.38 / 7.46 eV
Energy above the lowest of the compared OMol25 structures with the same formula, charge and spin = 84.77 kcal per mole
F_max = 4.33 eV/A
Highest occupied orbital energy (spin up / spin down) = -8.7 / -8.2 eV

Mulliken atomic charge list, values in e, 2 entries: atom 1 (C): 0.438, atom 2 (C): 0.232

What is the formula in the third record?
C3HF3O

What is the F_max in the fifth record?
5.86 eV/A

The lowest F_max belongs to which entry?
C3HFO2Zn